Entry 1:
C2HAgO3 as an isolated structure, computed with ωB97M-V/def2-TZVPD.

Each line ends with the natural charge from an NBO analysis.
Atoms and positions in Å:
H 0.70780 1.06041 3.04008  0.171
O -0.82326 0.43086 1.82840  -0.592
O 1.74498 -0.31363 -2.59566  -0.425
O -0.40076 -0.77345 -1.90495  -0.631
C 0.26280 0.85410 2.03648  0.433
C 0.64752 -0.60897 -2.38902  1.060
Ag -2.13909 -0.64932 -0.01532  0.985

As for the energy above the lowest of the compared OMol25 structures with the same formula, charge and spin: 0.0 kJ/mol. The energy is -449.16115 Eh. As for the expectation value of S²: 0.753. As for the lowest unoccupied orbital energy (alpha / beta): -6.039 / -6.033 eV. The HOMO-LUMO gap (alpha / beta) comes out at 7.142 / 11.051 eV. Its net charge is +1. Its spin multiplicity is 2.

---

Entry 2:
C2HBr2ClS as an isolated structure, computed with ωB97M-V/def2-TZVPD.

Each line ends with the natural charge from an NBO analysis.
Atoms and positions in Å:
C -0.35264 -0.25683 -0.52943  -0.278
C 0.98997 -0.12531 -0.28902  -0.238
S -1.32918 1.19437 0.67946  0.155
Cl -2.66762 0.36052 1.86088  -0.123
Br 2.33049 -1.31626 -1.30818  0.018
Br 1.91157 0.84758 0.91659  0.219
H -0.88260 -0.70407 -1.33030  0.247

As for the energy above the lowest of the compared OMol25 structures with the same formula, charge and spin: 78.1 kJ/mol. The energy is -6083.12572 Eh. As for the lowest unoccupied orbital energy: -0.621 eV. The HOMO-LUMO gap comes out at 8.519 eV. Its net charge is 0.

---

What is the formula in the first record?
C2HAgO3